# C34H77MnN11O14

C34H77MnN11O14 as an isolated structure at a distorted geometry (ωB97M-V/def2-TZVPD, OMol25).

Structure (XYZ):
```
137
Properties=species:S:1:pos:R:3:forces:R:3
Mn -1.76288 0.55957 -1.88036 1.4 0.4 0.7
C -0.27487 0.37378 0.23081 -0.1 1.8 -2.1
O -0.77192 1.42802 -0.22060 -2.5 5.5 -0.9
O -0.59717 -0.57177 -0.49934 -0.9 -6.3 -1.6
O 0.53640 0.42778 1.10476 3.5 -1.2 4.7
C -0.94750 -6.79607 -1.73533 0.7 -3.4 -1.3
O -1.49881 -7.75904 -2.34494 0.6 3.0 1.6
N 0.41664 -6.78093 -1.56392 -0.3 0.1 1.0
C 1.04130 -5.58664 -0.93362 0.0 -0.6 -1.2
C 1.25075 -7.89888 -2.05981 -0.5 0.6 -1.4
H -1.42901 -5.93754 -1.24209 -0.3 -0.3 -0.3
H 1.39633 -5.68237 0.09249 -0.2 -0.5 0.1
H 0.33535 -4.75774 -0.98533 0.0 -0.1 0.1
H 1.88611 -5.30254 -1.56104 0.1 0.1 0.1
H 0.66626 -8.57466 -2.68416 -0.6 0.0 0.6
H 1.89153 -7.50522 -2.84882 0.7 0.3 0.4
H 1.80766 -8.52066 -1.35886 -0.1 0.6 0.4
C -2.26508 3.61567 -3.15294 1.8 -3.3 -1.4
O -1.94333 2.38856 -2.95632 -1.1 4.2 -0.3
N -2.12642 4.15535 -4.38085 0.3 0.2 0.1
C -2.70419 5.48101 -4.63646 -0.4 -1.2 -0.4
C -1.57443 3.46330 -5.56239 0.4 0.2 0.6
H -2.58130 4.39784 -2.44553 -0.1 -0.8 0.5
H -2.11252 6.06901 -5.33808 0.3 0.1 0.5
H -2.91760 5.95762 -3.67968 0.1 0.3 -0.3
H -3.62436 5.24432 -5.17066 -0.4 0.6 0.1
H -1.10953 2.50623 -5.32574 -0.5 0.0 0.4
H -2.31406 3.35466 -6.35564 -0.1 -0.1 0.1
H -0.74822 4.06561 -5.94013 -0.1 0.3 -0.1
C 1.18897 3.67101 1.89119 0.6 1.4 1.2
O 1.21091 4.11390 3.05466 0.1 -0.6 -1.9
N 2.00532 4.11756 0.86912 -0.1 0.6 -0.1
C 1.86510 3.51280 -0.42599 -0.9 -0.9 -0.1
C 2.92695 5.26068 0.96236 0.2 -0.8 1.7
H 0.47065 2.90490 1.56058 0.4 -0.2 0.0
H 1.29940 4.08158 -1.16394 0.0 0.6 0.0
H 1.24576 2.63029 -0.26566 0.1 -0.4 -0.3
H 2.80325 3.22741 -0.90192 0.3 0.1 0.4
H 2.47619 6.23706 1.14014 -0.4 0.0 -0.6
H 3.48932 5.12033 1.88548 0.2 -0.1 0.1
H 3.66977 5.24884 0.16476 -0.4 0.0 -0.2
C -3.41590 -1.93306 -2.78416 -0.9 -1.4 0.7
O -2.77819 -0.92679 -2.81672 1.3 2.3 -0.9
N -2.84091 -3.12094 -2.80813 -2.6 -1.3 -0.9
C -1.43618 -3.31474 -2.83154 1.2 -1.1 0.7
C -3.68471 -4.31697 -2.70380 -0.4 -0.8 -0.1
H -4.49968 -1.83277 -2.61816 -0.1 -0.8 -0.3
H -1.23039 -3.32398 -1.76119 1.3 0.4 -0.1
H -0.79409 -2.69221 -3.45466 -0.6 0.7 0.5
H -1.19949 -4.31656 -3.18992 -0.4 -0.1 0.0
H -4.47174 -4.27810 -1.95070 0.1 0.6 0.1
H -4.18326 -4.57840 -3.63718 0.1 0.2 -0.3
H -3.13052 -5.21460 -2.42947 0.4 0.3 0.0
C 4.97659 1.13835 -0.56469 3.7 -0.5 -1.4
O 5.78032 0.94699 -1.51404 -2.2 0.5 0.8
N 5.47913 1.39367 0.65262 -1.4 -0.3 1.2
C 4.56745 1.36079 1.78925 1.0 0.5 1.5
C 6.89386 1.56847 1.02380 -0.1 -0.4 -1.1
H 3.87787 1.09554 -0.62080 0.1 -0.1 -0.1
H 3.50592 1.17323 1.62771 0.1 0.4 -0.6
H 4.80520 2.25950 2.35837 -1.0 0.5 0.0
H 4.87515 0.63288 2.53997 0.1 -0.7 -0.3
H 7.03075 1.49562 2.10272 -0.3 0.1 -0.1
H 7.51508 0.80009 0.56358 -0.2 -0.2 -0.1
H 7.29859 2.50986 0.65222 -0.2 0.2 0.1
C 0.82023 -0.22828 -3.54994 2.1 1.0 0.3
O -0.33251 0.15346 -3.50291 -0.8 -0.1 -0.2
N 1.86397 0.63447 -3.63674 1.3 -1.7 -0.2
C 3.23261 0.10292 -3.83247 -0.1 -1.3 -0.2
C 1.77306 2.04912 -3.60757 0.1 0.4 0.3
H 1.18954 -1.26269 -3.47373 -0.4 -0.1 -0.1
H 4.10490 0.58174 -3.38758 -0.7 0.7 0.7
H 3.53835 0.01667 -4.87515 -0.5 0.2 -0.4
H 3.24237 -0.91804 -3.45083 0.0 -0.1 0.1
H 0.72478 2.34464 -3.56443 0.2 0.2 -0.1
H 2.31905 2.38110 -2.72452 -0.3 0.3 0.1
H 2.34226 2.43991 -4.45102 -0.4 0.3 -0.3
C -4.63328 1.05585 -0.38796 3.6 0.8 -1.9
O -3.63821 1.04913 -1.20407 -4.2 0.4 2.1
N -4.72802 0.20804 0.59870 -0.6 -0.1 2.8
C -5.70760 0.42329 1.71845 -0.2 -1.2 -2.0
C -3.76356 -0.83617 0.82989 1.5 -0.3 -0.9
H -5.37761 1.86711 -0.38120 0.1 -0.3 -0.3
H -6.20688 1.37339 1.52835 0.0 -0.1 0.5
H -5.33088 0.24874 2.72628 0.6 0.6 -0.3
H -6.38464 -0.41256 1.54215 -0.7 0.3 0.4
H -2.77041 -0.50143 1.12936 -0.1 0.8 0.4
H -4.05724 -1.58911 1.56128 -0.5 0.1 -0.3
H -3.47538 -1.25326 -0.13505 -0.4 -0.5 0.0
C -1.91482 6.66379 1.62813 -0.6 -0.6 1.3
O -2.20346 7.53315 2.44122 0.5 -0.1 -1.1
N -1.93347 5.34039 1.91127 -0.7 0.3 0.2
C -2.46180 4.84325 3.20441 1.1 0.3 -0.6
C -1.93457 4.37893 0.80267 -0.1 0.4 1.2
H -1.63939 6.74897 0.56554 0.1 0.9 0.0
H -3.36731 4.27003 3.00548 0.1 -0.2 0.2
H -2.65461 5.62228 3.94202 -0.1 0.3 -0.6
H -1.62410 4.28041 3.61619 -0.4 -0.6 0.2
H -1.32409 4.76707 -0.01266 0.2 -0.3 0.1
H -1.56374 3.44641 1.22809 0.1 -0.1 -0.7
H -2.95798 4.24098 0.45382 -0.2 -0.2 -0.2
C 1.65198 0.40595 4.35051 1.0 0.8 2.7
O 2.74104 0.15447 4.86968 -0.1 -0.3 -1.1
N 0.62924 0.77401 5.18858 -2.2 0.1 -1.5
C -0.75434 0.99760 4.59194 1.6 1.5 0.3
C 0.68069 0.82197 6.67026 0.1 -1.1 -0.5
H 1.50221 0.48487 3.26260 -0.5 -0.2 0.2
H -0.74039 1.07635 3.50489 0.6 -0.6 -0.1
H -0.96318 2.03428 4.85612 -0.6 0.0 0.4
H -1.58026 0.34794 4.88160 0.4 -0.3 0.4
H 1.65022 0.93586 7.15518 0.3 0.1 -0.9
H 0.03850 1.58047 7.11788 -0.2 0.1 -0.6
H 0.34175 -0.16477 6.98578 -0.3 0.0 0.5
C 2.51053 -2.48915 -0.64752 0.0 0.8 -0.5
O 2.54781 -2.89548 -1.82366 0.1 0.2 1.7
N 3.17178 -2.91833 0.44357 0.2 -1.0 -0.8
C 2.86365 -2.32597 1.76331 0.3 -0.2 -1.5
C 4.01721 -4.11975 0.38469 -0.2 0.6 0.6
H 1.95739 -1.60880 -0.28526 -0.6 0.2 -0.9
H 2.35742 -1.37195 1.61611 -0.1 0.0 -0.1
H 3.83539 -2.13087 2.21691 -0.4 -0.3 0.7
H 2.15725 -2.99465 2.25523 0.5 0.0 0.7
H 4.22899 -4.40957 -0.64451 -0.1 0.2 0.1
H 4.93702 -3.89647 0.92525 0.2 -0.1 -0.1
H 3.53029 -4.94296 0.90747 -0.1 -0.2 0.0
C -2.03184 -4.14450 1.07889 -1.9 -2.8 -0.9
O -2.59729 -5.23963 0.81166 1.3 2.1 -0.3
N -1.87591 -3.75226 2.32117 1.0 1.8 1.9
C -1.34979 -2.43281 2.66212 0.3 0.5 -1.0
C -2.20392 -4.52191 3.48677 0.7 -1.2 -0.1
H -1.68235 -3.40759 0.33926 0.0 -0.1 -0.1
H -0.38720 -2.36238 3.16864 0.1 -0.9 0.3
H -2.05255 -1.88457 3.28956 -0.2 0.1 -0.2
H -1.12977 -1.91641 1.72777 -0.3 0.4 -0.1
H -3.09621 -4.15127 3.99128 0.0 -0.1 0.0
H -2.26642 -5.58019 3.23333 -0.6 0.1 -0.2
H -1.32207 -4.48179 4.12617 -0.2 0.3 0.4
```
Forces are in eV/Å.

Values from the calculation:
Max |F|: 6.6 eV Å⁻¹
Kohn-Sham gap (alpha / beta): 6.64 / 7.50 eV
Spin multiplicity: 6
Net charge: 0

Results of the Löwdin charge analysis, in e, for atoms 1 through 4: Mn 0.857; C -1.089; O -0.127; O -0.105



# C34H80N4O10

A 6-piece molecular cluster, C34H80N4O10 overall at a distorted geometry (ωB97M-V/def2-TZVPD, OMol25).

Structure (XYZ):
```
128
Properties=species:S:1:pos:R:3:forces:R:3
C 2.10779 -0.90320 7.23877 2.8 0.2 -0.3
O 2.64583 -0.52569 5.94156 -0.6 0.9 -1.4
C 3.81009 0.37328 5.77940 0.3 -1.1 0.1
C 4.23926 0.48131 4.25045 0.2 -2.3 1.7
N 3.49369 1.30199 3.46388 -2.8 2.0 -2.6
C 3.63149 2.69117 3.76853 -1.5 2.0 0.2
C 2.36151 3.57491 3.24332 0.6 -1.3 2.1
O 2.46958 4.93133 3.58276 1.5 0.1 -0.5
C 3.22783 5.57999 2.60490 0.0 1.7 -2.5
H 2.62292 -1.85114 7.39420 -0.2 -0.2 0.7
H 1.04069 -1.06987 7.38580 -0.1 0.5 -1.0
H 2.45277 -0.18283 7.98049 -0.1 0.0 0.2
H 4.68711 -0.10062 6.22026 0.0 0.0 0.6
H 3.60163 1.32722 6.26380 0.0 0.0 -0.1
H 4.13039 -0.53720 3.87777 0.1 -0.3 0.0
H 5.23794 0.79196 3.94349 0.8 -0.3 1.5
H 2.51254 1.06461 3.49711 -0.2 -0.1 0.0
H 4.61552 3.11094 3.55978 0.1 -0.1 -1.1
H 3.62076 2.86120 4.84514 -0.4 0.1 0.4
H 1.53364 3.28904 3.89218 -0.1 -0.6 0.0
H 2.00970 3.39382 2.22767 0.5 0.1 -0.4
H 3.77731 6.50152 2.79712 -0.2 -0.1 1.5
H 2.57097 5.93244 1.80966 -0.7 0.1 -0.1
H 3.94217 5.06210 1.96488 0.2 -1.3 0.8
C 4.02262 1.24705 -3.81653 0.0 -1.2 1.7
O 3.81066 2.38085 -2.96357 0.7 0.0 -1.3
C 3.28259 2.26960 -1.67247 -0.2 -0.1 1.0
C 4.18325 1.92630 -0.45541 0.4 -0.1 -1.8
N 4.67614 0.55280 -0.42291 -0.3 -0.8 1.2
C 5.68629 0.31749 0.61396 0.9 -0.9 -0.8
C 6.50250 -1.02542 0.35295 0.1 0.8 -1.6
O 7.22311 -0.91169 -0.92169 -1.6 2.4 0.5
C 8.02966 -1.97182 -1.29865 -0.1 -0.2 1.3
H 4.61274 0.49801 -3.28853 0.4 0.0 0.1
H 4.58134 1.42532 -4.73530 -0.3 0.9 0.2
H 3.12114 0.67329 -4.03156 -0.5 0.5 -0.2
H 2.39629 1.63915 -1.60105 -0.2 -0.4 -0.4
H 2.95167 3.28183 -1.44011 -0.2 0.1 -0.1
H 3.58410 2.18552 0.41747 0.0 -0.4 0.3
H 5.00310 2.64433 -0.47489 0.4 0.2 0.1
H 5.08116 0.18248 -1.27081 -0.1 0.6 -0.4
H 5.28327 0.38623 1.62438 -0.4 -0.6 0.0
H 6.40003 1.14123 0.60222 0.6 0.1 -0.2
H 5.93819 -1.92923 0.12320 -0.8 0.0 1.0
H 7.19328 -1.18940 1.18001 0.1 -0.1 0.1
H 8.31225 -1.84586 -2.34382 0.2 0.0 0.2
H 7.49698 -2.91041 -1.14566 0.0 -0.4 -0.2
H 8.84090 -1.92230 -0.57233 0.8 -0.6 -0.5
C 1.60164 -1.08372 -6.19327 -1.8 -1.1 -1.5
C 0.35691 -1.53270 -5.35017 1.3 0.8 0.9
C 0.49063 -0.70961 -4.10511 -0.5 0.4 1.5
C -0.78812 -0.67378 -3.25070 1.2 0.0 2.3
C -1.96961 -0.28215 -4.03308 0.2 0.0 -1.6
C -2.17507 -1.26053 -5.25834 -1.8 2.5 1.0
N -0.91705 -1.26249 -6.03127 0.4 1.4 2.0
O -1.03510 -2.03043 -7.16300 -0.1 -0.5 -1.2
C -2.79319 -2.61375 -4.93334 1.2 -0.9 -0.7
C -3.22339 -0.44537 -6.05590 0.5 0.1 -1.5
C 0.52996 -2.94575 -4.86884 -0.3 -2.1 -0.2
H 1.33797 -1.54462 -7.14518 0.8 -0.2 -0.4
H 2.56003 -1.48057 -5.85846 -0.2 0.1 0.2
H 1.63894 -0.02028 -6.42950 0.0 0.1 0.6
H 1.30896 -1.18363 -3.56313 -0.1 0.0 0.4
H 0.89377 0.28402 -4.30072 -0.6 0.3 -0.2
H -0.63118 -0.08259 -2.34851 0.2 1.3 -0.3
H -0.94717 -1.52915 -2.59409 -0.1 -1.3 -1.0
H -1.77384 0.68247 -4.50135 0.5 0.1 -0.2
H -2.88544 0.00546 -3.51670 -0.2 -1.0 0.4
H -2.15779 -3.33059 -5.45345 0.3 -0.4 0.5
H -2.78807 -2.82355 -3.86373 -0.3 -0.2 -0.1
H -3.71348 -2.86099 -5.46253 -0.5 0.7 0.6
H -3.34298 -0.97486 -7.00111 -0.4 0.2 -0.2
H -4.20798 -0.20927 -5.65223 -0.1 -1.0 0.7
H -2.88149 0.56885 -6.26225 0.6 -0.1 -0.3
H 1.46141 -3.17010 -4.34906 0.4 0.4 -0.5
H 0.40397 -3.67696 -5.66730 0.2 0.0 -0.2
H -0.17496 -3.27647 -4.10607 -0.5 0.5 0.0
H -0.92063 -1.32590 -7.80497 -0.1 -0.5 -0.8
C -6.58888 2.42712 -1.97633 -1.8 -0.5 0.1
C -6.33848 1.15703 -1.08809 1.1 0.1 -3.0
C -4.85532 0.59001 -1.46938 -1.5 -0.7 1.7
C -4.49570 -0.32346 -0.31216 0.4 1.0 0.8
C -4.47806 0.60769 0.97241 1.9 -3.2 -0.8
C -5.79096 1.08701 1.45812 0.3 1.4 2.0
N -6.50627 1.63767 0.28790 -1.7 -0.6 1.0
O -7.77779 2.20874 0.57190 2.0 -1.5 -0.7
C -6.61288 0.03817 2.21722 -1.8 -2.2 -1.4
C -5.50792 2.17050 2.53608 -0.7 1.5 0.2
C -7.36700 -0.02687 -1.36813 -0.8 -0.7 0.5
H -6.19626 3.34351 -1.53568 0.3 -0.1 -0.1
H -7.67282 2.51278 -2.05277 -0.2 0.5 0.3
H -6.34031 2.35966 -3.03547 0.8 -0.5 0.3
H -4.89434 0.00149 -2.38601 -0.5 0.4 -0.2
H -4.05539 1.32355 -1.57001 -0.4 0.4 0.0
H -3.53615 -0.79677 -0.52035 0.3 0.3 0.4
H -5.15782 -1.17428 -0.15152 -0.4 0.2 -0.2
H -3.67690 1.34186 0.88731 -0.4 0.4 -0.2
H -4.12318 -0.06252 1.75534 0.1 0.2 0.3
H -7.59912 0.29646 2.60284 0.3 0.9 0.0
H -6.89501 -0.75559 1.52553 -0.1 -0.1 -0.6
H -6.18426 -0.62373 2.96974 1.1 1.0 0.3
H -6.38153 2.76794 2.79678 -0.4 0.2 -0.7
H -5.32894 1.82936 3.55573 0.6 -1.0 -0.4
H -4.71359 2.86979 2.27508 0.0 -0.1 -0.2
H -6.96703 -0.99780 -1.66037 1.1 0.4 -0.1
H -8.16015 0.09442 -2.10590 0.4 1.1 -0.3
H -7.96988 -0.36166 -0.52400 0.2 0.6 0.6
H -7.60614 3.15275 0.60318 0.0 0.8 0.1
C 1.48388 -0.55607 0.62484 0.2 -1.3 -0.3
C 0.56814 -0.84932 1.78478 -1.8 1.6 -0.7
O -0.77664 -0.51953 1.23900 0.7 0.1 0.4
O 2.48661 -1.54789 0.75875 0.4 0.0 -0.1
H 1.82840 0.47721 0.66656 0.4 -0.1 0.1
H 0.92934 -0.65058 -0.30879 0.0 -0.3 -0.2
H 0.93267 -0.08728 2.47363 -0.8 -0.3 1.0
H 0.56746 -1.85205 2.21214 0.4 0.1 -0.4
H -1.50963 -0.76534 1.80813 0.4 -0.2 0.5
H 3.36761 -1.20964 0.58259 0.1 0.5 -0.4
C -0.59089 -3.38938 6.17907 -0.8 -0.8 2.0
C -0.15661 -3.73842 4.77039 -0.3 0.8 -0.2
O -1.10904 -4.67817 4.26008 1.1 0.5 0.5
O -2.04365 -3.33336 6.25272 0.0 0.5 -0.8
H -0.24921 -2.50688 6.71994 0.7 0.1 -0.9
H -0.36223 -4.24562 6.81364 0.5 -0.1 0.1
H 0.86221 -4.12475 4.79965 -0.1 -0.1 -0.1
H -0.18061 -2.83667 4.15853 0.2 0.1 -0.2
H -1.77571 -4.45510 4.91382 -1.4 -0.8 -0.4
H -2.30847 -3.18097 7.16280 0.1 -0.1 0.0
```
Forces are in eV/Å.

Values from the calculation:
Max |F|: 4.3 eV Å⁻¹
Kohn-Sham gap (alpha / beta): 7.56 / 3.39 eV
Spin multiplicity: 2
Net charge: +1

Results of the Löwdin charge analysis, in e, for atoms 1 through 4: C -0.082; O -0.229; C -0.134; C -0.242